# 1
{
  "formula": "C2H2N6",
  "method": "wB97M-V/def2-TZVPD",
  "molar_mass_g_mol": 110.08,
  "smiles": "[H]/N=c1\\nncnnn1",
  "e_tot_ha": -405.73976,
  "gap_ev": 8.47,
  "e_above_lowest_kj_mol": 305.3,
  "largest_force_ha_per_bohr": 0.136,
  "lumo_ha": -0.039,
  "e_homo_ev": -9.5,
  "elements": ["N", "N", "N", "C", "N", "N", "H", "H", "C", "N"],
  "positions_angstrom": [[-1.8858, 0.2411, 0.6160], [0.7194, -1.1602, -0.6622], [0.5216, 1.7414, -0.5689], [1.4012, -0.3398, 0.2268], [-0.5093, 1.2148, -0.9708], [-0.4367, -1.0671, -0.7740], [2.0487, -1.0283, 0.7670], [-2.1366, -0.6595, 1.1988], [-1.0355, 0.1558, -0.3394], [1.3129, 0.9018, 0.5067]]
}

# 2
{
  "formula": "C57H72O9S3",
  "method": "wB97M-V/def2-TZVPD",
  "molar_mass_g_mol": 997.39,
  "e_tot_ha": -4086.68746,
  "multiplicity": 2,
  "gap_ev": [1.78, 6.75],
  "largest_force_ha_per_bohr": 0.069,
  "lumo_ha": [0.068, 0.067],
  "charge": -1,
  "e_homo_ev": [0.1, -4.9],
  "elements": ["S", "C", "H", "H", "H", "H", "H", "H", "H", "H", "C", "H", "O", "C", "C", "H", "C", "H", "H", "H", "H", "C", "C", "C", "C", "C", "C", "C", "C", "C", "H", "C", "H", "C", "C", "C", "H", "H", "H", "H", "H", "H", "H", "C", "C", "H", "H", "C", "C", "H", "C", "H", "C", "C", "H", "C", "H", "H", "H", "C", "C", "H", "C", "O", "H", "H", "C", "H", "H", "C", "H", "H", "H", "H", "H", "H", "O", "C", "C", "H", "O", "C", "H", "H", "H", "O", "H", "O", "C", "H", "C", "O", "C", "C", "H", "C", "C", "H", "C", "C", "C", "H", "C", "H", "C", "C", "C", "C", "O", "H", "H", "H", "H", "H", "C", "C", "C", "H", "H", "H", "O", "H", "H", "H", "C", "H", "H", "H", "H", "H", "C", "C", "H", "H", "C", "S", "C", "S", "C", "H", "H"],
  "positions_angstrom": [[3.3688, -5.2621, 5.3133], [0.9375, 4.9570, -2.4895], [2.4427, 0.2769, -3.0438], [-7.0012, 0.1677, -2.6886], [1.7946, -7.1606, 5.5264], [4.0366, 2.5607, 1.2815], [-3.1748, 6.6639, 0.4262], [1.6254, 4.5266, -3.2172], [4.9045, -5.7811, -0.8787], [4.7416, -0.7398, 0.5472], [-3.3637, 4.6618, 1.1290], [0.7652, -4.2568, 4.4710], [3.5174, -4.0699, 6.1099], [4.1953, -3.9109, -1.5629], [6.7008, 1.8404, -0.7127], [-1.9877, 4.1457, -1.7446], [8.0133, -0.1208, 0.0254], [-4.1275, 0.7346, 1.9477], [-9.5859, 3.3580, -2.2580], [-6.5840, 1.8992, -2.4732], [1.8200, -3.4771, 1.8101], [2.8126, 3.4454, 2.8589], [-2.7159, 3.4937, 1.4677], [0.2703, -2.0249, -0.1418], [2.1330, -6.3227, 6.1359], [-4.1526, 0.6854, 4.1374], [-1.0835, -1.7601, -0.0997], [-3.5585, -1.4662, 5.0383], [-1.2543, 5.6565, 0.6513], [3.1401, 0.9978, -3.4442], [1.5355, 0.9771, -0.8661], [0.7879, 0.2370, -0.6215], [-1.4890, -5.3737, 1.2847], [-3.2082, -5.4536, -1.6501], [-2.0940, -5.5822, -2.4524], [-3.0244, -5.3190, -0.2979], [0.2980, -3.0058, 2.3095], [-0.8948, 1.5699, -0.6771], [-2.3963, 2.7668, -2.8283], [4.8947, -3.4848, -0.8589], [3.4190, 4.2916, 3.1464], [-2.5513, -0.0976, -0.1826], [-0.6862, 6.5539, 0.4560], [2.6310, 1.9932, -4.2985], [3.2910, -3.2723, -2.3993], [3.0078, 0.4882, 1.3234], [-6.3590, -0.3491, -0.5538], [4.3495, -5.3032, -1.6725], [-6.9207, 0.9891, -1.9767], [2.8322, 3.7816, -5.3604], [-0.6367, -5.4345, -0.5305], [2.2586, -1.2943, -0.4658], [-0.6314, 4.4764, 1.0334], [3.8216, -6.0571, -2.7161], [-3.2289, -3.0370, 3.6007], [-3.9298, 0.1850, 2.8562], [3.9711, -7.1176, -2.8554], [-4.9597, 0.3181, -1.4174], [5.4979, 3.6789, -4.9288], [-0.0644, 5.7568, -3.2094], [-1.5267, -0.4194, -0.2968], [4.9458, 0.0423, -2.7833], [1.0262, -3.7977, 2.4848], [-2.9474, 6.2978, -3.4689], [-10.7623, 2.4843, -1.1130], [-2.1697, -5.8268, -3.5017], [6.8281, -0.7126, 0.3709], [1.5606, 2.0790, -4.4142], [6.9176, -1.7513, 0.6532], [-3.6721, -1.1715, 2.6265], [-3.7133, 3.8718, -2.0744], [-3.8396, -5.3284, 0.4105], [1.4803, 5.6568, -1.8541], [2.5802, -6.6411, 7.0775], [2.3705, -5.9424, -4.2867], [-0.7045, 6.2799, -2.4990], [-8.2008, 1.2090, -1.4282], [-5.9008, 0.5668, -0.9269], [1.6166, -3.8909, 3.8972], [1.3927, 4.0234, 4.4040], [-8.8927, 1.8345, 0.8666], [-2.6762, 5.7281, 0.6316], [-0.8313, 2.4113, 1.5808], [-4.5024, 1.7039, 4.2192], [-3.6518, -1.4728, 1.5896], [4.5498, -5.9687, 4.9849], [2.0295, -2.9063, 4.1165], [-3.0406, 4.3393, -5.1481], [1.6265, 3.2913, 3.6452], [3.0083, -2.2339, -2.3086], [-3.4578, -1.9883, 3.7200], [-7.2660, 3.3558, -0.4169], [5.5217, 1.1795, -0.3295], [4.8023, 2.9165, -4.6105], [-10.0871, 3.9194, -0.6235], [-3.9932, -0.1208, 5.2529], [-2.7030, 3.7472, -2.4640], [0.7626, -4.7618, 2.0500], [-1.7139, -5.4403, 0.2305], [5.3545, 1.8181, -3.9482], [-9.8435, 3.0561, -1.2428], [0.3742, 6.5861, -3.7644], [3.3875, 3.0067, -4.8528], [-4.2130, -5.4278, -2.0453], [-1.3357, 3.3519, 1.4159], [1.2011, -1.0750, -0.4728], [2.6207, -4.0809, -3.3100], [1.4007, 1.0813, 2.6663], [2.5832, -4.9092, 3.9033], [0.6012, -2.9897, 0.2132], [-1.8242, -2.5365, 0.0229], [-4.4350, 4.6715, 1.2656], [0.4442, 4.3988, 0.9736], [0.5375, 4.1277, -1.9062], [4.5199, 0.8524, -3.3565], [-0.8116, -5.5646, -1.8912], [0.9370, 2.0637, 3.5312], [8.7782, 1.6278, -0.9137], [0.0836, -5.6235, -2.4925], [-5.6304, 1.3403, -0.2082], [-0.8947, 4.8920, -4.0476], [6.3887, 1.6888, -3.6650], [0.0736, 1.9512, 4.1703], [-3.3173, 2.6313, 1.7147], [5.5698, -0.1137, 0.2497], [6.7017, 2.8215, -1.1643], [4.5519, 1.6135, -0.5233], [-3.3411, -2.1366, 5.8566], [1.9653, -3.5433, -3.9792], [0.8788, 0.1364, 2.6993], [7.9096, 1.1112, -0.5326], [-0.5627, 0.5429, -0.6383], [8.9641, -0.6200, 0.1403], [-4.1023, 0.3103, 6.2370], [3.2199, 2.4703, 1.9824], [-8.4028, 2.4101, -0.3529], [2.9246, -5.4057, -3.5309], [-2.5169, 4.9786, -3.9427], [2.5382, 1.2432, 1.9365], [0.3946, -5.3528, -0.2205], [1.4097, -5.5681, 6.4451]]
}

# 3
{
  "formula": "C9H35AlO9",
  "method": "wB97M-V/def2-TZVPD",
  "molar_mass_g_mol": 314.35,
  "e_tot_ha": -1282.46308,
  "gap_ev": 2.47,
  "e_above_lowest_kj_mol": 0.0,
  "largest_force_ha_per_bohr": 0.042,
  "lumo_ha": -0.475,
  "charge": 2,
  "e_homo_ev": -15.4,
  "elements": ["O", "H", "H", "O", "H", "H", "H", "C", "C", "H", "H", "H", "Al", "H", "H", "C", "O", "C", "H", "H", "H", "C", "H", "H", "H", "C", "H", "H", "O", "H", "H", "H", "O", "O", "O", "H", "H", "H", "H", "H", "C", "H", "O", "H", "H", "H", "C", "H", "C", "O", "H", "H", "H", "H"],
  "positions_angstrom": [[-1.9188, -3.8786, 18.3352], [2.3877, -2.8125, 20.0445], [3.0470, -2.2099, 21.5290], [1.4328, -5.2689, 20.7798], [1.3293, 1.2628, 17.2617], [7.5571, -4.6297, 18.6889], [5.4989, -5.4860, 19.7771], [5.6171, -4.6755, 19.0369], [4.2424, 1.0812, 18.0872], [-0.2751, -1.1754, 22.9513], [1.2152, -1.0273, 15.9849], [5.2365, -2.6224, 23.1955], [2.7418, 1.7677, 21.8337], [2.4541, -6.0118, 22.4168], [5.3782, -5.1137, 18.0654], [-0.6046, -0.1429, 22.8106], [4.3904, 1.7418, 19.3638], [0.5313, 1.5816, 17.9387], [-1.1041, -0.0424, 21.8466], [4.7900, -5.1475, 24.2522], [1.8297, -1.3002, 17.5590], [4.7957, -3.6181, 23.1457], [-0.5671, -3.8599, 19.9438], [1.5001, -7.2338, 21.5064], [4.8720, 2.5563, 19.1788], [2.2361, -2.0154, 20.8117], [-0.3999, 1.0132, 17.8350], [3.6394, 0.1816, 18.1952], [0.3055, 0.9089, 23.0699], [0.8589, -3.4297, 15.9592], [1.2606, -2.2438, 21.2790], [-1.5020, -3.6310, 17.5054], [6.8977, -4.1479, 19.2041], [2.2690, -0.7570, 20.3691], [1.5615, -3.0974, 16.5349], [0.1763, -1.7470, 17.2141], [2.0913, -4.6435, 20.4789], [-1.9626, -2.6828, 19.9830], [3.7253, -3.5226, 23.3800], [0.3136, 2.6002, 17.6218], [2.1206, -6.3465, 21.4342], [-1.4533, -0.0947, 23.5014], [0.9038, 1.4237, 19.2967], [3.6237, 1.7018, 17.4335], [2.9718, -6.6433, 20.8176], [4.8391, -3.9616, 22.1016], [-1.2220, -3.1967, 19.3685], [5.2486, 0.9279, 17.7079], [1.1909, -1.7639, 16.7964], [5.4594, -4.4816, 24.0447], [0.1034, 1.3183, 23.9168], [1.1169, 0.4957, 19.4582], [-0.6009, -2.4260, 18.9018], [4.8755, -3.9079, 19.2749]]
}

# 4
{
  "formula": "C41H39AuF9O2PS",
  "method": "wB97M-V/def2-TZVPD",
  "molar_mass_g_mol": 994.75,
  "e_tot_ha": -3510.29341,
  "gap_ev": 6.72,
  "largest_force_ha_per_bohr": 0.017,
  "lumo_ha": -0.015,
  "e_homo_ev": -7.1,
  "elements": ["H", "H", "C", "H", "H", "H", "C", "H", "H", "C", "H", "H", "C", "H", "H", "H", "H", "H", "C", "H", "C", "F", "F", "H", "H", "C", "C", "C", "C", "C", "H", "F", "H", "P", "C", "H", "C", "S", "Au", "H", "C", "F", "C", "H", "C", "C", "H", "F", "C", "C", "F", "C", "C", "O", "H", "H", "H", "C", "C", "H", "C", "F", "F", "H", "C", "C", "H", "C", "H", "C", "H", "C", "C", "C", "H", "C", "C", "H", "C", "H", "C", "C", "H", "C", "F", "H", "H", "C", "C", "O", "H", "C", "C", "H"],
  "positions_angstrom": [[1.9613, -4.0494, -3.1594], [1.4327, -0.6660, 2.3548], [2.2981, -3.9305, 2.4592], [-2.2870, 0.4712, -3.8700], [-2.4767, -1.8711, -2.8724], [-3.2535, 3.6327, 3.2849], [6.7142, -0.7993, -4.4773], [3.3474, -3.0752, -0.6347], [0.9641, 2.1827, -3.3523], [-1.6702, 4.1517, 1.8827], [0.4116, 3.9249, 2.4589], [-1.3423, -2.1167, -5.0798], [1.7917, -2.7086, 2.8768], [-1.3707, 6.2629, -2.2610], [-2.7969, -4.4333, -0.4255], [4.2534, 2.4371, 3.0087], [-2.8732, 2.1140, -3.5445], [1.3735, 2.2896, -1.0011], [2.3901, -1.7296, 0.7441], [0.2735, 0.6883, -4.0190], [-1.0007, 1.6431, -2.5539], [2.5623, 5.8420, 1.9088], [2.9888, -6.1063, 3.0609], [3.7773, 0.2735, 1.9320], [-0.3365, 2.2619, -4.5422], [1.8413, -1.6166, 2.0253], [-2.3782, 1.2460, -3.1014], [5.5981, -0.6719, -3.4809], [2.0307, 2.3179, -0.1391], [-1.3339, 5.3253, -1.7196], [2.1343, -3.5038, -5.4827], [3.3173, 4.7420, 3.6218], [-3.0475, 2.4797, 1.9478], [2.0901, -0.4070, -0.5016], [-3.0367, 3.5393, 2.2158], [1.8784, 4.4490, 0.0643], [-1.5065, -2.3494, -2.9566], [-1.6342, -2.4211, -0.2348], [-0.4548, -0.0906, -0.0284], [-0.7361, 3.7157, 3.7922], [3.6384, 2.3978, 2.1169], [7.9144, -0.5770, -3.9175], [0.4007, -3.0735, -4.2691], [0.5905, -3.8658, -6.2624], [2.8775, -4.0553, 1.2065], [2.9190, -2.9598, 0.3537], [-0.6771, 0.8337, -1.8861], [4.6568, 5.2912, 2.0118], [0.0377, 1.7029, -3.6785], [2.3087, 3.5373, 0.4601], [6.5707, 0.0636, -5.4970], [-1.2167, 2.8789, -0.3023], [3.2760, -0.3249, -3.0141], [-2.9338, -1.7495, -0.5118], [3.2794, -5.0101, 0.8891], [-2.4771, -4.0100, 1.2881], [0.8368, -3.8025, -0.9738], [-1.4878, 5.2907, -0.3377], [5.8467, -0.8818, -2.1305], [2.2693, -0.1070, -3.3572], [-0.8818, -2.8157, -1.8128], [0.8612, -5.6911, 3.0456], [2.1100, -4.8721, 4.6149], [5.0045, -0.9640, -0.1677], [-0.5635, 3.5111, 2.7302], [4.3196, -0.3865, -3.9273], [-3.8303, 4.0443, 1.6595], [2.0777, -5.1506, 3.3035], [-1.6996, 5.2105, 2.1529], [-1.1542, 4.1279, -2.3884], [-1.6636, 6.2170, 0.2043], [4.8041, -0.8090, -1.2219], [-1.4261, 4.1058, 0.3813], [-0.8611, -2.4847, -4.1784], [-3.0163, 0.8664, -2.2983], [3.5104, -0.5410, -1.6609], [0.3607, -3.4303, -1.8765], [4.1391, -0.2135, -4.9802], [2.5500, 1.1348, 0.3804], [6.8515, -1.0964, -1.7922], [-1.1006, 2.9048, -1.7168], [3.3643, 1.1831, 1.5104], [-0.5335, 2.4330, 2.5790], [0.9925, -3.5609, -3.1045], [6.7467, -2.0389, -5.0105], [-1.0651, 4.1347, -3.4721], [1.1153, -2.1942, -6.0966], [1.1055, -3.1661, -5.6008], [3.4039, 4.8677, 2.2832], [-1.1717, 1.7914, 0.4646], [1.3433, -2.6147, 3.8594], [-2.0484, -4.0881, 0.2889], [3.1093, 3.5680, 1.5907], [-1.1588, -4.7200, 0.2958]]
}

# 5
{
  "formula": "C13H30N2O7",
  "method": "wB97M-V/def2-TZVPD",
  "molar_mass_g_mol": 326.39,
  "smiles": "CCN[C@H](CN)OC.CCOC(=O)OC.CCOC(=O)OC",
  "e_tot_ha": -1149.51646,
  "gap_ev": 9.45,
  "largest_force_ha_per_bohr": 0.011,
  "lumo_ha": 0.030,
  "e_homo_ev": -8.6,
  "elements": ["H", "H", "H", "H", "H", "C", "H", "H", "H", "C", "H", "O", "C", "C", "H", "H", "N", "C", "H", "O", "H", "H", "H", "O", "O", "C", "H", "H", "O", "N", "H", "H", "C", "H", "H", "H", "H", "H", "H", "C", "C", "O", "C", "H", "C", "H", "C", "H", "H", "H", "C", "O"],
  "positions_angstrom": [[-6.3316, 2.0857, 1.6518], [-3.7107, 7.1843, 0.8872], [-0.7881, -2.2845, -1.6140], [8.7126, -1.3804, 0.5283], [-4.1796, -3.0463, 0.0861], [8.2393, -1.3837, -0.4512], [-2.3195, 0.4740, 1.0877], [8.8295, -2.0042, -1.1242], [-5.6376, 7.7291, -0.5833], [0.7490, -2.6764, -0.3209], [2.4410, -1.9054, 0.8010], [-4.8219, 3.4058, 2.2036], [-4.7498, 4.1856, 1.1244], [-5.2821, 2.0775, 1.9412], [9.0584, 0.4991, -1.0591], [7.4570, 0.6145, -0.3152], [-3.5786, -3.3915, 0.8251], [-2.2539, 0.2766, 0.0119], [4.9231, -4.2055, -2.6077], [-5.0365, 3.8548, 0.0020], [-4.6921, 1.6145, 1.1541], [3.5013, -3.9042, -1.5772], [-1.2602, 0.5410, -0.3565], [6.9665, -2.0162, -0.2235], [-2.5456, -1.0772, -0.2556], [-5.7172, 6.9178, 0.1404], [-6.3365, 6.1326, -0.2903], [-2.1409, -3.8707, -0.5955], [5.1714, -2.9646, -0.9518], [-0.4443, -1.9281, -0.7286], [1.3096, -2.8114, 1.7953], [-6.2070, 7.3002, 1.0363], [-4.3382, 6.3965, 0.4759], [1.4675, -2.5868, -1.1363], [4.0815, -2.6417, -2.6913], [7.6261, 0.0146, -1.9739], [-3.7053, -2.7350, 1.5883], [-1.1873, -1.6240, 1.1753], [0.9135, -1.1802, 1.2481], [1.3837, -2.1193, 0.9569], [-2.1958, -3.3491, 0.3643], [-4.3801, 5.4025, 1.5159], [-1.5579, -1.9618, 0.1980], [-3.8448, 5.9755, -0.3991], [4.3792, -3.4580, -2.0348], [-3.0015, 0.8737, -0.5059], [6.3659, -2.4922, -1.3114], [-1.5868, -3.9157, 1.0725], [-5.1593, 1.5324, 2.8721], [0.5445, -3.7499, -0.2138], [8.0811, 0.0220, -0.9847], [6.7892, -2.4463, -2.4378]]
}